No. 1
Molecular formula: C10H13O2
Method: DFT, ωB97M-V/def2-TZVPD

Values from the calculation:
* total charge: -1
* HOMO energy: -3.80 eV
* molecular weight: 165.2 g/mol
* DFT total energy: -14677.1029 eV
* frontier orbital gap: 6.73 eV
* energy relative to the best compared isomer or geometry (same formula, charge and spin): 11.6 kcal per mole
* spin multiplicity: 1

Last column: natural (NBO) charge in e.
Atoms and positions in Å:
O -2.16 -1.32 2.34  -0.80
O -2.51 0.53 3.58  -0.80
C 0.32 0.82 -2.02  -0.22
C 1.60 0.42 -2.39  -0.02
C -0.09 -1.38 -1.18  -0.21
C 2.01 -0.90 -2.22  -0.23
C 0.35 1.01 2.75  -0.60
C 1.15 -1.81 -1.61  -0.21
C -0.57 -0.11 -1.50  -0.19
C -0.86 0.65 1.90  -0.52
C 2.51 1.40 -3.12  -0.63
C -1.95 -0.13 2.69  0.77
H 0.01 1.82 -2.27  0.20
H -0.61 0.22 0.93  0.19
H 1.21 0.36 2.54  0.18
H -0.77 -2.07 -0.68  0.23
H -1.59 0.14 -1.24  0.23
H 2.12 2.42 -3.00  0.21
H 3.48 1.48 -2.63  0.21
H 1.40 -2.85 -1.50  0.21
H 0.69 2.03 2.55  0.18
H 2.59 1.19 -4.18  0.21
H -1.37 1.60 1.69  0.19
H 0.16 0.92 3.82  0.22
H 3.05 -1.16 -2.39  0.20

No. 2
Molecular formula: C22H14AuCl2GeN2O2S2
Method: DFT, ωB97M-V/def2-TZVPD

Values from the calculation:
* total charge: +1
* HOMO energy (spin up / spin down): -11.92 / -11.92 eV
* molecular weight: 743.0 g/mol
* DFT total energy: -137030.4817 eV
* frontier orbital gap (spin up / spin down): 7.48 / 4.34 eV
* spin multiplicity: 3

Last column: Löwdin spin population.
Atoms and positions in Å:
Au 0.87 1.04 0.23  0.42
Ge -1.49 -1.76 0.19  0.01
Cl -0.22 3.44 0.77  0.03
Cl 0.33 2.79 -1.95  0.00
S 2.95 0.07 0.83  0.65
S 0.40 -1.00 -1.09  0.33
O -1.37 0.92 -0.19  0.10
O -3.01 2.03 -1.19  0.01
N 2.88 -6.41 -2.07  0.06
N 6.19 -4.97 -0.04  -0.02
C -3.86 -0.89 -1.38  0.00
C -5.03 -2.30 -2.91  0.00
C -2.93 -1.89 -1.18  0.00
C -2.67 -2.26 2.71  0.00
C 2.92 -4.10 -0.98  0.10
C -1.90 1.93 -0.73  0.00
C -2.94 -0.82 4.62  0.00
C -2.00 -1.24 2.06  0.01
C 1.79 -3.29 -1.13  -0.01
C -4.92 -1.09 -2.25  0.00
C -1.78 -0.02 2.68  0.00
C 5.22 -4.37 -0.14  0.00
C -2.25 0.18 3.96  0.00
C 1.76 -2.01 -0.62  0.11
C 2.93 -5.38 -1.57  0.01
C -3.15 -2.05 4.00  0.00
C 4.04 -3.59 -0.28  -0.01
C 2.87 -1.50 0.10  0.08
C -4.10 -3.30 -2.71  0.00
C -3.03 -3.10 -1.84  0.00
C -0.96 3.19 -0.81  0.00
C 3.99 -2.32 0.26  0.09
H -4.18 -4.24 -3.24  0.00
H -3.75 0.08 -0.90  0.00
H 0.94 -3.65 -1.70  0.00
H -5.85 -2.46 -3.59  0.00
H -1.25 0.77 2.17  0.00
H -2.31 -3.89 -1.68  0.00
H -2.83 -3.22 2.23  0.00
H -2.08 1.13 4.45  0.00
H -1.50 4.07 -1.14  0.00
H -3.67 -2.84 4.51  0.00
H -0.91 -3.20 0.33  0.00
H -3.34 -0.65 5.61  0.00
H -5.64 -0.30 -2.40  0.00
H 4.84 -1.93 0.80  0.00

No. 3
Molecular formula: C10H18Cl6F3NO2
Method: DFT, ωB97M-V/def2-TZVPD

Values from the calculation:
* HOMO energy: -10.33 eV
* molecular weight: 454.0 g/mol
* DFT total energy: -99534.8373 eV
* frontier orbital gap: 10.48 eV
* SMILES: C[C@H](N)OC(=O)C(F)(F)F.ClCCCl.ClCCCl.ClCCCl
* spin multiplicity: 1

Last column: natural (NBO) charge in e.
Atoms and positions in Å:
Cl 1.90 -2.95 1.74  -0.06
Cl 3.38 -0.46 -0.06  -0.05
Cl 0.65 -6.02 5.23  -0.06
Cl -5.84 0.67 1.90  -0.06
Cl -1.50 -3.39 5.05  -0.07
Cl -5.45 2.67 -0.84  -0.06
F -0.75 3.56 -1.80  -0.30
F -1.22 1.48 -1.44  -0.33
F -1.44 2.31 -3.41  -0.29
O 0.96 1.08 -3.50  -0.52
O 1.65 2.49 -1.87  -0.51
N 3.19 4.24 -1.90  -0.85
C 0.76 1.90 -2.66  0.70
C -0.69 -5.81 4.07  -0.39
C -0.69 2.34 -2.33  0.89
C -4.77 0.38 0.49  -0.39
C 1.13 -1.44 1.15  -0.39
C -0.89 -4.37 3.69  -0.39
C 1.69 -1.01 -0.18  -0.39
C 4.00 1.95 -2.31  -0.65
C 2.89 2.95 -2.50  0.26
C -4.20 1.65 -0.07  -0.39
H -3.96 -0.26 0.84  0.22
H -1.58 -6.23 4.52  0.22
H 0.04 -3.92 3.35  0.24
H -5.35 -0.16 -0.25  0.22
H -3.47 1.42 -0.83  0.23
H 1.65 -1.81 -0.91  0.23
H 2.70 3.06 -3.57  0.16
H -3.73 2.25 0.71  0.22
H 3.85 1.08 -2.96  0.22
H 4.00 1.59 -1.27  0.23
H 2.36 4.60 -1.43  0.38
H 3.40 4.91 -2.64  0.37
H 1.28 -0.68 1.92  0.23
H -1.63 -4.30 2.89  0.22
H -0.44 -6.39 3.18  0.22
H 0.07 -1.64 1.06  0.22
H 1.11 -0.16 -0.55  0.22
H 4.95 2.43 -2.51  0.22

No. 4
Molecular formula: CH3N3O6P2
Method: DFT, ωB97M-V/def2-TZVPD

Values from the calculation:
* total charge: -2
* HOMO energy: -0.76 eV
* molecular weight: 215.0 g/mol
* DFT total energy: -36421.9438 eV
* frontier orbital gap: 7.14 eV
* energy relative to the best compared isomer or geometry (same formula, charge and spin): 58.1 kcal per mole
* spin multiplicity: 1

Last column: natural (NBO) charge in e.
Atoms and positions in Å:
P -1.67 -0.98 -0.32  2.44
P -0.65 1.70 0.19  2.46
O -2.27 -1.44 -1.59  -1.16
O -2.39 -1.14 0.96  -1.17
O -0.91 3.04 0.73  -1.11
O 1.05 1.76 -1.48  -1.12
O 2.37 -1.98 0.21  -0.64
O -1.75 0.96 -0.51  -1.09
N 0.22 0.70 1.18  -0.99
N -0.05 -1.19 -0.27  -1.14
N 1.93 -0.78 0.86  -0.33
C 0.70 -0.50 0.56  0.51
H 0.84 0.88 -1.81  0.44
H 1.61 -2.21 -0.36  0.47
H 0.98 1.18 1.64  0.42

No. 5
Molecular formula: C17H21BO4
Method: DFT, ωB97M-V/def2-TZVPD

Values from the calculation:
* HOMO energy: -5.72 eV
* molecular weight: 300.2 g/mol
* DFT total energy: -26828.2172 eV
* frontier orbital gap: 2.17 eV
* energy relative to the best compared isomer or geometry (same formula, charge and spin): 96.8 kcal per mole
* spin multiplicity: 1

Last column: natural (NBO) charge in e.
Atoms and positions in Å:
O 1.29 1.04 1.10  -0.70
O 3.29 -0.43 -0.20  -0.44
O 1.07 3.18 0.01  -0.72
O 1.00 1.23 -1.45  -0.71
C 5.35 -1.77 -0.02  -0.64
C -0.08 0.99 1.29  -0.03
C 4.66 -0.50 -0.07  0.23
C -0.39 3.16 0.26  -0.05
C -2.62 -1.09 -1.17  -0.48
C -1.73 -0.52 -0.03  -0.30
C -3.56 -1.72 1.40  -0.36
C 5.15 0.78 0.01  -0.31
C -0.38 1.47 -1.46  -0.05
C -2.32 -1.11 1.25  0.17
C -2.75 -2.58 -1.29  -0.02
C -0.83 1.69 0.07  -0.19
C -4.09 -2.82 0.71  -0.02
C -3.47 -3.36 -0.44  -0.30
C 2.89 0.84 -0.21  0.21
C 4.03 1.62 -0.05  -0.37
C -2.14 1.03 0.12  -0.33
B 1.41 1.79 -0.17  1.01
H -5.00 -3.29 1.09  0.23
H -3.56 -4.41 -0.63  0.24
H -2.37 -2.97 -2.23  0.23
H 6.41 -1.54 0.00  0.22
H 5.14 -2.38 -0.90  0.21
H -0.57 3.54 1.28  0.18
H -1.81 -0.85 2.20  0.23
H -0.39 1.55 2.21  0.16
H -0.89 0.66 -1.98  0.15
H 4.00 2.69 0.01  0.21
H -2.28 -0.70 -2.14  0.24
H 5.11 -2.33 0.88  0.21
H -3.62 -0.64 -1.00  0.23
H -2.81 1.32 -0.69  0.23
H -0.65 2.41 -1.99  0.17
H -0.32 -0.06 1.49  0.14
H 6.19 1.09 0.11  0.21
H -0.86 3.86 -0.47  0.18
H -0.67 -0.72 -0.24  0.30
H -4.17 -1.37 2.25  0.25
H -2.65 1.20 1.07  0.22

No. 6
Molecular formula: C14H27BiF6NO7S3Si
Method: DFT, ωB97M-V/def2-TZVPD

Values from the calculation:
* total charge: +1
* HOMO energy: -13.28 eV
* molecular weight: 768.6 g/mol
* DFT total energy: -93305.1896 eV
* frontier orbital gap: 8.70 eV
* spin multiplicity: 1

Last column: natural (NBO) charge in e.
Atoms and positions in Å:
Bi -1.46 -0.76 -2.00  1.92
S -0.80 -4.34 -2.81  2.24
S -0.70 1.58 -2.08  -0.71
S 1.32 -2.61 -2.73  2.22
Si -0.53 1.34 0.04  2.28
F 1.97 -1.95 -5.17  -0.28
F 3.37 -3.26 -4.17  -0.28
F 3.25 -1.17 -3.61  -0.29
F 0.51 -5.37 -0.80  -0.30
F 0.28 -6.69 -2.51  -0.28
F -1.41 -6.28 -1.21  -0.29
O -1.64 -4.83 -3.84  -0.86
O -1.37 -3.39 -1.84  -1.03
O 0.84 1.80 0.69  -0.99
O 1.99 -2.80 -1.48  -0.87
O -0.74 -0.39 0.05  -1.04
O -1.81 1.90 0.83  -0.99
O 0.50 -1.33 -2.75  -1.05
N 0.57 -3.80 -3.38  -1.19
C -1.40 3.34 2.72  -0.64
C 0.00 -2.44 1.11  -0.64
C -3.60 3.31 1.51  -0.62
C -2.42 -1.73 1.17  -0.66
C -1.56 4.27 0.40  -0.65
C 2.53 3.03 -0.50  -0.63
C -0.31 -5.78 -1.76  0.74
C 2.26 1.78 0.33  0.29
C -0.97 -1.30 1.26  0.32
C -0.69 -0.50 2.52  -0.66
C 2.57 0.52 -0.45  -0.64
C 3.01 1.82 1.65  -0.62
C 2.57 -2.23 -4.03  0.78
C -2.09 3.23 1.37  0.29
H -1.78 5.27 0.76  0.24
H -0.13 -3.12 1.95  0.24
H 2.32 -0.38 0.13  0.21
H -1.63 4.31 3.17  0.23
H 3.63 0.48 -0.67  0.24
H -1.40 0.31 2.66  0.24
H 2.74 2.70 2.22  0.22
H -0.77 -1.18 3.36  0.25
H 2.78 0.93 2.24  0.21
H -1.76 2.56 3.40  0.21
H -3.08 -0.86 1.18  0.23
H -3.96 2.53 2.18  0.22
H -0.17 -3.01 0.19  0.23
H -2.60 -2.34 0.28  0.22
H 2.24 3.92 0.06  0.22
H -2.67 -2.36 2.03  0.25
H -3.89 4.28 1.91  0.23
H 0.33 -0.10 2.51  0.24
H 1.03 -2.09 1.11  0.23
H -2.02 4.15 -0.59  0.22
H 4.08 1.84 1.47  0.23
H 3.59 3.10 -0.74  0.23
H -4.07 3.18 0.53  0.22
H -0.48 4.19 0.29  0.22
H 2.03 0.49 -1.40  0.21
H -0.32 3.25 2.62  0.22
H 1.97 3.00 -1.43  0.22